Entry 1:
Computed, not measured: a 4-piece molecular cluster, C8H16Cl8 overall in a non-equilibrium geometry, with wB97M-V/def2-TZVPD.

Properties
Kohn-Sham gap (spin up / spin down), eV: 1.62 / 10.10
Expectation value of S²: 0.751
Net charge: -1
2S+1: 2
Electronic energy, eV: -108734.3776
LUMO level (spin up / spin down), eV: 2.25 / 2.17
Energy relative to the best compared isomer or geometry (same formula, charge and spin), kJ/mol: 44.20
E_HOMO (spin up / spin down), eV: 0.628 / -7.922

Element x y z (Å)
Cl  1.516  -4.250  -2.085
C  0.616  -5.473  -1.236
C  0.606  -5.060  0.288
Cl  -0.064  -3.436  0.770
H  1.061  -6.467  -1.269
H  -0.349  -5.615  -1.724
H  1.669  -5.127  0.519
H  0.091  -5.799  0.901
Cl  1.961  1.269  -1.269
C  0.411  1.539  -0.299
C  0.350  0.433  0.775
Cl  -0.937  0.565  1.944
H  -0.458  1.391  -0.939
H  0.497  2.535  0.136
H  1.309  0.509  1.288
H  0.354  -0.549  0.302
Cl  3.717  5.542  -0.873
C  2.438  5.668  0.462
C  2.355  7.091  0.949
Cl  1.588  8.097  -0.175
H  2.817  5.066  1.288
H  1.513  5.257  0.058
H  3.344  7.483  1.182
H  1.649  7.048  1.778
Cl  -4.805  -0.805  0.525
C  -3.356  -1.471  -0.253
C  -3.427  -2.942  -0.376
Cl  -4.586  -3.489  -1.587
H  -2.513  -1.185  0.376
H  -3.345  -1.151  -1.295
H  -3.580  -3.449  0.577
H  -2.439  -3.227  -0.737

---

Entry 2:
Computed, not measured: C18H20N5OPdS as an isolated structure in a non-equilibrium geometry, with wB97M-V/def2-TZVPD.

Properties
Kohn-Sham gap (spin up / spin down), eV: 4.25 / 4.37
Net charge: +3
2S+1: 1
Electronic energy, eV: -42775.4586
LUMO level (spin up / spin down), eV: -13.32 / -13.20
E_HOMO (spin up / spin down), eV: -17.571 / -17.574

Element x y z (Å)
Pd  0.024  0.023  -0.298
S  -0.258  -1.784  -1.682
C  -1.888  -1.221  -1.754
C  -3.015  -1.929  -2.108
C  -4.216  -1.229  -2.094
C  -4.237  0.104  -1.679
C  -3.065  0.721  -1.297
N  -1.895  0.062  -1.368
H  -2.960  -2.974  -2.383
H  -5.134  -1.725  -2.382
H  -5.160  0.668  -1.657
H  -3.044  1.748  -0.957
C  -2.609  -1.712  2.846
C  -1.381  -1.650  2.000
O  -1.297  -0.736  1.102
N  -0.432  -2.537  2.208
C  0.839  -2.512  1.505
C  1.638  -1.320  1.941
C  2.457  -1.364  3.051
C  3.056  -0.199  3.514
C  2.800  0.998  2.855
C  1.987  0.978  1.745
N  1.424  -0.157  1.281
H  -3.301  -0.924  2.563
H  -2.339  -1.594  3.897
H  -3.093  -2.683  2.729
H  -0.567  -3.205  2.956
H  0.646  -2.461  0.436
H  1.368  -3.443  1.698
H  2.624  -2.308  3.553
H  3.700  -0.222  4.384
H  3.223  1.932  3.196
H  1.750  1.896  1.223
N  -0.452  1.949  -3.041
C  0.803  2.145  -2.563
C  1.616  3.127  -3.132
C  2.901  3.298  -2.684
C  3.386  2.452  -1.676
C  2.570  1.527  -1.150
N  1.257  1.364  -1.529
H  -0.790  2.480  -3.825
H  -1.036  1.248  -2.660
H  1.213  3.726  -3.936
H  3.533  4.064  -3.112
H  4.400  2.523  -1.313
H  2.951  0.853  -0.403

---

Entry 3:
Computed, not measured: C5H8GaO5 as an isolated structure in a non-equilibrium geometry, with wB97M-V/def2-TZVPD.

Properties
Kohn-Sham gap (spin up / spin down), eV: 9.54 / 8.08
Expectation value of S²: 0.753
2S+1: 2
Electronic energy, eV: -67926.1778
LUMO level (spin up / spin down), eV: 0.62 / -1.96
E_HOMO (spin up / spin down), eV: -8.924 / -10.044

Element x y z (Å)
O  1.064  -0.839  -1.061
C  1.395  0.575  -1.086
C  1.216  -1.365  0.256
O  1.958  0.984  -2.094
O  1.884  0.890  0.151
C  1.854  -0.223  1.032
H  1.862  -2.251  0.211
H  0.232  -1.632  0.667
H  1.216  0.074  1.874
H  2.881  -0.459  1.340
O  -2.145  -1.058  -0.444
O  -0.470  1.064  -1.043
C  -2.484  0.205  0.027
C  -1.232  1.080  0.145
H  -2.958  0.159  1.031
H  -3.225  0.732  -0.616
H  -0.645  0.675  0.991
H  -1.509  2.117  0.414
Ga  -0.895  -0.726  -1.795

---

Entry 4:
Computed, not measured: an isolated molecule of C3H9N5 in a non-equilibrium geometry, with wB97M-V/def2-TZVPD.

Properties
Kohn-Sham gap, eV: 9.30
2S+1: 1
Electronic energy, eV: -10702.4234
SMILES: [H]/N=C/N=C(/NC)NN
LUMO level, eV: 0.79
Energy relative to the best compared isomer or geometry (same formula, charge and spin), kJ/mol: 542.71
E_HOMO, eV: -8.506

Element x y z (Å)
H  2.767  1.795  -1.436
N  1.973  1.204  -1.344
C  1.902  0.929  -0.061
N  0.912  0.463  0.590
C  -0.268  -0.111  0.306
N  -1.246  -0.735  1.039
C  -1.231  -0.852  2.426
N  -0.407  0.019  -1.006
N  -1.323  -0.752  -1.809
H  2.583  1.585  0.592
H  -1.942  -0.807  0.305
H  -1.568  0.240  3.073
H  -0.154  -1.225  2.418
H  -2.032  -1.630  2.728
H  0.646  0.247  -1.158
H  -0.734  -1.512  -2.296
H  -1.352  0.118  -2.537

---

Entry 5:
Computed, not measured: C30H22AsLaN6O11S4 as an isolated structure in a non-equilibrium geometry, with wB97M-V/def2-TZVPD.

Properties
Kohn-Sham gap (spin up / spin down), eV: 4.92 / 4.90
Net charge: -2
2S+1: 1
Electronic energy, eV: -167967.7082
LUMO level (spin up / spin down), eV: 3.45 / 3.44
Energy relative to the best compared isomer or geometry (same formula, charge and spin), kJ/mol: 210.29
E_HOMO (spin up / spin down), eV: -1.467 / -1.461

Element x y z (Å)
La  -0.183  0.470  0.461
C  0.944  -3.904  2.800
O  2.085  -3.335  2.123
C  1.605  -2.293  1.401
N  0.362  -2.137  1.344
C  -0.261  -3.190  2.170
C  -1.282  -2.654  3.144
C  -1.461  -3.125  4.384
C  -2.599  -2.699  5.192
C  -3.516  -1.843  4.719
C  -3.377  -1.211  3.397
C  -2.191  -1.636  2.594
C  2.603  -1.458  0.694
C  3.958  -1.687  0.862
C  4.858  -0.862  0.214
C  4.377  0.140  -0.594
C  3.003  0.277  -0.729
N  2.124  -0.505  -0.102
C  2.442  1.304  -1.634
N  1.213  1.482  -1.853
C  1.130  2.544  -2.893
C  2.556  3.096  -2.928
O  3.338  2.046  -2.319
C  0.044  3.579  -2.693
C  0.309  4.942  -2.804
C  -0.713  5.872  -2.666
C  -2.008  5.448  -2.407
C  -2.281  4.088  -2.304
C  -1.264  3.159  -2.462
H  1.038  -3.692  3.861
H  0.947  -4.976  2.633
H  -0.791  -3.850  1.480
H  -0.804  -3.887  4.793
H  -2.724  -3.143  6.175
H  -4.404  -1.611  5.299
H  -4.274  -0.969  2.844
H  -2.355  -1.691  1.523
H  4.277  -2.486  1.515
H  5.925  -0.999  0.343
H  5.032  0.824  -1.113
H  0.898  2.014  -3.821
H  2.659  3.980  -2.307
H  2.939  3.265  -3.930
H  1.316  5.302  -2.973
H  -0.484  6.931  -2.736
H  -2.804  6.173  -2.274
H  -3.285  3.727  -2.103
H  -1.498  2.098  -2.407
S  -4.466  -1.360  0.104
As  -3.113  0.029  -0.793
S  -2.071  0.062  3.240
S  -1.303  -1.038  -1.489
S  -4.094  1.006  -2.402
O  -0.523  8.433  0.521
N  -1.541  7.828  0.820
O  -2.597  8.397  1.058
C  -1.488  6.378  0.881
C  -0.283  5.720  0.641
C  -0.238  4.342  0.653
C  -1.436  3.540  0.842
O  -1.424  2.267  0.712
C  -2.617  4.298  1.153
C  -2.635  5.684  1.158
N  -3.903  3.682  1.506
O  -4.736  4.418  2.042
O  -4.095  2.515  1.318
N  0.995  3.746  0.405
O  1.971  4.449  -0.054
O  1.176  2.473  0.665
H  0.622  6.268  0.441
H  -3.555  6.204  1.358
O  2.139  1.209  3.921
C  1.037  1.236  3.388
O  0.553  0.362  2.558
H  0.355  2.061  3.622

---

Entry 6:
Computed, not measured: C37H43O2SiZn as an isolated structure in a non-equilibrium geometry, with wB97M-V/def2-TZVPD.

Properties
Kohn-Sham gap, eV: 3.47
Net charge: -1
2S+1: 1
Electronic energy, eV: -99453.3171
LUMO level, eV: 1.98
E_HOMO, eV: -1.489

Element x y z (Å)
O  -0.514  -0.582  -6.239
C  -0.251  0.689  -6.894
C  -0.204  0.063  -8.283
H  0.710  1.096  -6.569
H  -1.063  1.400  -6.713
C  -0.268  -1.284  -7.498
H  0.733  0.283  -8.811
H  -1.098  0.305  -8.864
C  1.093  -1.964  -7.519
H  1.872  -1.217  -7.311
H  1.290  -2.376  -8.520
H  1.161  -2.793  -6.801
C  -1.438  -2.212  -7.760
H  -2.374  -1.663  -7.609
H  -1.404  -3.070  -7.073
H  -1.403  -2.589  -8.788
Zn  -1.045  -1.590  -0.299
C  -2.793  -0.938  1.730
C  -2.327  0.374  1.470
C  -2.360  0.610  0.077
H  -2.079  1.119  2.222
C  -2.850  -0.576  -0.570
C  -3.107  -1.555  0.481
H  -3.642  -2.498  0.348
H  -2.971  -1.366  2.717
H  -2.157  1.561  -0.411
H  -3.181  -0.674  -1.605
C  0.854  -2.535  1.666
C  0.284  -3.500  0.804
C  0.456  -3.055  -0.552
H  -0.116  -4.469  1.095
C  1.115  -1.748  -0.489
C  1.328  -1.450  0.892
H  1.813  -0.549  1.274
H  0.999  -2.650  2.739
H  0.309  -3.649  -1.459
H  1.601  -1.246  -1.331
O  1.169  0.323  -4.532
C  0.056  -0.378  -3.913
C  -1.107  0.610  -3.785
H  0.372  -0.668  -2.893
H  -0.181  -1.277  -4.481
C  -0.389  1.971  -3.627
H  -1.753  0.348  -2.941
H  -1.709  0.592  -4.697
C  1.101  1.645  -3.944
H  -0.556  2.368  -2.612
H  -0.772  2.735  -4.331
H  1.652  1.589  -2.983
H  1.591  2.378  -4.614
C  -0.053  5.190  3.563
C  -0.058  4.422  2.388
C  0.132  3.035  2.451
C  0.317  2.406  3.701
C  0.331  3.183  4.876
C  0.138  4.567  4.804
Si  0.571  0.587  3.845
C  2.323  0.243  4.350
C  3.375  0.702  3.522
C  4.703  0.501  3.909
C  4.993  -0.145  5.115
C  3.958  -0.599  5.940
C  2.623  -0.417  5.560
C  -0.744  -0.273  4.826
C  -0.654  -1.651  5.139
C  -1.612  -2.256  5.961
C  -2.682  -1.507  6.463
C  -2.819  -0.162  6.106
C  -1.865  0.454  5.288
H  -0.204  6.273  3.508
H  -0.221  4.906  1.422
H  0.118  2.420  1.549
H  0.468  2.708  5.848
H  0.128  5.158  5.721
H  3.142  1.206  2.581
H  5.513  0.852  3.271
H  6.028  -0.281  5.428
H  4.176  -1.092  6.886
H  1.803  -0.777  6.187
H  0.170  -2.244  4.731
H  -1.499  -3.307  6.237
H  -3.409  -1.972  7.134
H  -3.652  0.429  6.490
H  -1.985  1.504  5.010

---

Entry 7:
Computed, not measured: a 2-piece molecular cluster, C4H13NO2 overall in a non-equilibrium geometry, with wB97M-V/def2-TZVPD.

Properties
Kohn-Sham gap, eV: 10.43
2S+1: 1
Electronic energy, eV: -9942.5780
SMILES: COCCCN.O
LUMO level, eV: 0.69
Energy relative to the best compared isomer or geometry (same formula, charge and spin), kJ/mol: 156.17
E_HOMO, eV: -9.742

Element x y z (Å)
C  -2.359  -1.511  1.159
O  -1.614  -0.699  2.004
C  -0.764  0.204  1.345
C  0.212  -0.300  0.291
C  1.318  0.680  0.054
N  2.034  0.441  -1.155
H  -1.715  -2.071  0.460
H  -3.131  -0.980  0.577
H  -2.857  -2.230  1.831
H  -1.366  0.973  0.826
H  -0.265  0.690  2.205
H  0.550  -1.280  0.680
H  -0.383  -0.489  -0.624
H  0.995  1.739  0.080
H  2.091  0.544  0.834
H  2.469  1.353  -1.334
H  2.805  -0.210  -0.970
O  0.339  0.908  -2.952
H  0.898  1.684  -3.186
H  0.741  0.552  -2.127

---

Entry 8:
Computed, not measured: a 2-piece molecular cluster, C11H15N2O4 overall, with wB97M-V/def2-TZVPD.

Properties
Kohn-Sham gap, eV: 8.10
Net charge: +1
2S+1: 1
Electronic energy, eV: -22813.4382
LUMO level, eV: -4.26
Energy relative to the best compared isomer or geometry (same formula, charge and spin), kJ/mol: 0.00
E_HOMO, eV: -12.364

Element x y z (Å)
N  -4.248  2.284  1.097
C  -3.880  0.899  1.330
C  -2.995  0.428  0.151
C  -2.836  -1.049  0.263
N  -1.729  -1.367  0.817
C  -0.900  -0.177  1.162
C  -1.520  0.863  0.233
H  -3.430  2.882  1.061
H  -4.824  2.637  1.854
H  -3.365  0.706  2.283
H  -4.799  0.305  1.340
H  -3.503  0.729  -0.766
H  -3.555  -1.805  -0.033
H  -1.437  -2.319  1.017
H  -1.052  0.024  2.223
H  0.145  -0.404  0.974
H  -1.069  0.728  -0.755
H  -1.348  1.893  0.538
C  2.927  0.265  -2.265
C  2.052  -0.565  -1.691
C  2.366  -1.357  -0.431
O  1.432  -2.031  0.008
C  3.672  -1.284  0.142
C  4.574  -0.467  -0.440
C  4.249  0.370  -1.671
O  5.140  1.079  -2.085
O  5.799  -0.306  -0.006
O  0.804  -0.782  -2.110
H  2.709  0.842  -3.152
H  3.897  -1.873  1.020
H  6.235  0.340  -0.600
H  0.488  -1.489  -1.507

---

Entry 9:
Computed, not measured: a 6-piece molecular cluster, C24H57F2N2O7S overall in a non-equilibrium geometry, with wB97M-V/def2-TZVPD.

Properties
Kohn-Sham gap, eV: 6.55
Net charge: +1
2S+1: 1
Electronic energy, eV: -59383.6455
LUMO level, eV: -4.45
E_HOMO, eV: -10.999

Element x y z (Å)
C  2.040  2.263  1.121
N  0.894  1.311  0.913
C  0.573  0.725  2.209
S  -1.157  0.069  2.321
N  -2.289  1.049  1.469
C  -2.011  2.475  1.556
O  -1.481  3.130  0.756
F  -2.480  3.063  2.700
C  -2.506  0.607  0.093
O  -3.589  0.649  -0.323
F  -1.481  0.165  -0.686
H  1.860  2.954  1.987
H  2.126  2.917  0.212
H  3.005  1.728  1.326
H  1.274  0.607  0.270
H  0.804  1.412  3.066
H  1.249  -0.172  2.363
H  -1.499  0.210  3.658
C  -1.030  -4.486  -4.510
C  -1.701  -4.114  -3.200
O  -1.067  -3.034  -2.525
C  -1.038  -1.795  -3.214
C  -2.419  -1.232  -3.503
H  0.040  -4.648  -4.365
H  -1.472  -5.395  -4.920
H  -1.142  -3.695  -5.256
H  -1.648  -4.968  -2.523
H  -2.764  -3.899  -3.349
H  -0.447  -1.881  -4.131
H  -0.504  -1.098  -2.564
H  -2.958  -1.845  -4.227
H  -2.341  -0.223  -3.913
H  -3.021  -1.198  -2.592
C  -0.573  3.417  -5.661
C  0.128  2.849  -4.439
O  0.438  3.826  -3.457
C  -0.664  4.510  -2.884
C  -1.622  3.594  -2.141
H  -0.013  4.263  -6.067
H  -0.671  2.653  -6.434
H  -1.576  3.775  -5.417
H  1.081  2.417  -4.750
H  -0.455  2.032  -3.996
H  -1.189  5.097  -3.644
H  -0.243  5.227  -2.176
H  -2.143  2.920  -2.826
H  -2.375  4.179  -1.610
H  -1.082  2.978  -1.424
C  0.439  5.837  6.473
C  0.658  4.566  5.672
O  0.354  3.381  6.395
C  -0.988  3.234  6.830
C  -1.983  3.172  5.690
H  0.957  5.782  7.432
H  0.807  6.703  5.921
H  -0.620  6.002  6.682
H  1.715  4.497  5.406
H  0.099  4.593  4.730
H  -1.246  4.021  7.545
H  -1.034  2.290  7.379
H  -2.048  4.127  5.165
H  -2.980  2.928  6.061
H  -1.681  2.416  4.960
C  1.647  -4.781  -9.131
C  1.393  -4.529  -7.655
O  1.545  -5.686  -6.849
C  2.833  -6.280  -6.835
C  3.917  -5.365  -6.292
H  1.053  -5.626  -9.486
H  1.392  -3.897  -9.718
H  2.696  -5.017  -9.322
H  0.358  -4.204  -7.527
H  2.025  -3.716  -7.280
H  3.094  -6.651  -7.832
H  2.757  -7.156  -6.188
H  4.099  -4.519  -6.960
H  4.856  -5.910  -6.182
H  3.627  -4.958  -5.321
C  1.611  0.217  6.930
C  0.212  -0.266  6.589
O  0.186  -1.551  5.983
C  0.693  -2.627  6.764
C  -0.082  -2.859  8.049
H  2.267  0.145  6.059
H  1.583  1.254  7.268
H  2.059  -0.382  7.725
H  -0.229  0.423  5.860
H  -0.438  -0.246  7.469
H  1.759  -2.482  6.967
H  0.614  -3.519  6.140
H  0.047  -2.031  8.750
H  0.263  -3.768  8.542
H  -1.151  -2.951  7.844

---

Entry 10:
Computed, not measured: C16H19F3IKN2S3Si as an isolated structure, with wB97M-V/def2-TZVPD.

Properties
Kohn-Sham gap, eV: 4.11
Net charge: -2
2S+1: 1
Electronic energy, eV: -92844.2835
LUMO level, eV: 3.83
Energy relative to the best compared isomer or geometry (same formula, charge and spin), kJ/mol: 0.00
E_HOMO, eV: -0.270

Element x y z (Å)
K  -0.388  1.226  0.558
S  -1.906  2.190  5.091
C  -1.460  2.579  3.484
S  -2.633  2.546  2.212
S  0.197  2.916  3.097
C  0.458  -0.237  -3.982
Si  1.333  -1.147  -2.556
C  0.097  -2.426  -1.884
C  2.587  -2.251  -3.508
C  1.882  -0.036  -1.271
H  0.177  -0.923  -4.788
H  1.113  0.528  -4.412
H  -0.445  0.266  -3.627
H  -0.332  -3.035  -2.687
H  -0.723  -1.948  -1.342
H  0.608  -3.105  -1.193
H  2.108  -2.886  -4.263
H  3.126  -2.898  -2.809
H  3.331  -1.627  -4.013
H  2.666  0.681  -1.541
H  2.128  -0.511  -0.316
F  -0.498  -3.035  6.786
C  -0.772  -3.668  5.636
F  0.017  -4.767  5.598
F  -2.040  -4.128  5.740
C  -0.589  -2.795  4.431
C  -0.748  -1.427  4.520
C  -0.617  -0.674  3.357
N  -0.356  -1.217  2.164
C  -0.199  -2.539  2.099
C  -0.304  -3.373  3.198
H  -0.976  -0.917  5.447
H  -0.722  0.401  3.409
H  0.015  -2.942  1.116
H  -0.167  -4.441  3.097
I  -3.785  3.570  -1.430
C  -1.787  3.827  -2.021
C  -1.385  5.055  -2.531
C  -0.059  5.180  -2.912
C  0.793  4.096  -2.773
C  0.288  2.917  -2.248
N  -0.992  2.789  -1.877
H  -2.083  5.874  -2.613
H  0.303  6.122  -3.307
H  1.836  4.159  -3.052
H  0.904  2.031  -2.085

---

- The lowest electronic energy belongs to which entry?
  C30H22AsLaN6O11S4

---

- Look up the 2S+1 of the tenth one.
  1